# 1
This record from OMol25 describes 13 unconnected molecules or ions with the total composition H25O13 in a non-equilibrium geometry. The level of theory is ωB97M-V/def2-TZVPD.

Orbital gap, eV: 9.1
LUMO, eV: 2.355
Strongest force on any atom, eV/Å: 3.38
Charge: -1
DFT total energy, eV: -27025.5701
HOMO level, eV: -6.78

Each line ends with the Mulliken charge.
Element x y z (Å)
O: -0.569 0.204 0.406  0.243
H: 0.333 0.050 0.172  -0.295
O: 1.432 -1.427 -2.496  -0.649
H: 1.134 -0.956 -3.268  0.363
H: 1.471 -0.869 -1.759  0.404
O: 1.611 -3.146 0.110  -0.726
H: 0.782 -3.055 -0.383  0.410
H: 1.485 -2.475 0.810  0.360
O: -0.254 2.004 2.347  -0.684
H: 0.324 1.463 2.894  0.399
H: -0.343 1.326 1.611  0.160
O: -1.779 2.535 0.104  -0.622
H: -2.688 2.292 -0.089  0.359
H: -1.287 1.745 0.091  0.014
O: 0.801 -1.459 1.988  -0.721
H: 0.220 -0.893 1.474  0.179
H: 1.251 -0.949 2.641  0.218
O: -0.746 -2.012 -0.877  -0.859
H: -0.639 -1.170 -0.310  0.161
H: -0.472 -1.684 -1.748  0.427
O: -1.152 0.508 -2.384  -0.715
H: -1.541 1.416 -2.559  0.329
H: -1.011 0.443 -1.444  0.427
O: 1.347 1.636 -2.951  -0.715
H: 0.659 1.019 -3.019  0.279
H: 1.423 1.748 -1.998  0.364
O: 2.262 -0.168 -0.421  -0.560
H: 1.915 0.568 0.027  0.303
H: 2.901 -0.512 0.176  0.244
O: 1.650 2.502 0.222  -0.686
H: 2.321 2.896 0.763  0.241
H: 0.826 2.327 0.803  0.475
O: -1.873 -2.301 2.383  -0.734
H: -2.227 -1.513 1.996  0.381
H: -0.903 -2.150 2.317  0.379
O: -3.085 -0.098 1.171  -0.741
H: -2.151 0.182 0.923  0.238
H: -3.443 -0.028 0.290  0.352

---

# 2
This record from OMol25 describes a molecular structure, H26HeKrO13 in a non-equilibrium geometry. The level of theory is ωB97M-V/def2-TZVPD.

Orbital gap, eV: 9.8
LUMO, eV: -0.109
Strongest force on any atom, eV/Å: 1.25
Charge: 0
DFT total energy, eV: -102049.0166
HOMO level, eV: -9.93

Each line ends with the Mulliken charge.
Element x y z (Å)
He: -17.886 -14.759 -5.680  0.027
Kr: -21.155 -14.188 -4.770  -0.044
O: -24.259 -13.838 -6.278  -0.711
H: -23.531 -13.884 -6.898  0.416
H: -24.975 -14.299 -6.714  0.281
O: -24.276 -16.009 -4.394  -0.704
H: -25.204 -16.166 -4.567  0.265
H: -24.001 -15.409 -5.087  0.421
O: -20.827 -16.839 -2.111  -0.614
H: -20.876 -15.905 -1.904  0.357
H: -21.005 -17.279 -1.280  0.273
O: -19.506 -13.614 -8.026  -0.521
H: -20.242 -13.125 -8.393  0.249
H: -19.265 -13.128 -7.237  0.287
O: -24.239 -14.621 -2.012  -0.701
H: -24.065 -14.870 -2.920  0.417
H: -24.425 -15.448 -1.567  0.310
O: -21.414 -14.151 -1.393  -0.753
H: -22.352 -14.126 -1.581  0.391
H: -21.352 -13.980 -0.454  0.303
O: -23.627 -11.393 -4.669  -0.609
H: -23.683 -12.137 -5.268  0.334
H: -23.001 -11.670 -4.000  0.358
O: -19.190 -16.523 -8.287  -0.616
H: -19.188 -15.722 -7.764  0.311
H: -18.275 -16.804 -8.299  0.297
O: -22.602 -13.644 -8.448  -0.664
H: -22.315 -12.891 -8.965  0.297
H: -22.452 -14.398 -9.019  0.306
O: -18.596 -11.176 -6.302  -0.617
H: -18.963 -11.084 -5.423  0.394
H: -18.632 -10.293 -6.670  0.299
O: -21.777 -17.730 -4.481  -0.642
H: -21.230 -17.491 -3.733  0.381
H: -22.433 -17.035 -4.531  0.293
O: -21.969 -11.382 -2.467  -0.724
H: -21.748 -12.150 -1.940  0.367
H: -21.123 -11.032 -2.747  0.425
O: -19.536 -10.822 -3.644  -0.792
H: -19.175 -11.417 -2.987  0.342
H: -19.293 -9.949 -3.336  0.308

---

# 3
This record from OMol25 describes 12 unconnected molecules or ions with the total composition H26NO11 in a non-equilibrium geometry. The level of theory is ωB97M-V/def2-TZVPD.

Orbital gap, eV: 9.9
LUMO, eV: -3.229
Strongest force on any atom, eV/Å: 7.05
Charge: +1
DFT total energy, eV: -24426.4629
HOMO level, eV: -13.12

Each line ends with the Mulliken charge.
Element x y z (Å)
N: -0.058 0.366 1.007  -0.039
H: -0.141 1.060 1.740  0.327
H: 0.741 0.342 0.352  0.232
H: -0.938 0.316 0.484  -0.050
H: -0.139 -0.650 1.206  0.488
O: 2.234 -2.512 0.111  -0.652
H: 2.099 -2.015 -0.752  0.385
H: 2.516 -1.844 0.945  0.377
O: 1.567 -0.818 -2.029  -0.647
H: 1.997 0.061 -1.863  0.289
H: 1.850 -1.007 -2.872  0.272
O: -0.349 3.383 0.632  -0.602
H: -0.899 3.839 0.057  0.277
H: 0.504 3.330 0.076  0.333
O: -0.299 1.546 -1.843  -0.601
H: -0.153 0.971 -2.632  0.294
H: -1.166 2.075 -1.935  0.335
O: 1.807 2.403 -1.032  -0.685
H: 2.540 2.520 -1.638  0.295
H: 0.951 2.444 -1.380  0.367
O: -0.591 -3.455 0.831  -0.576
H: -0.047 -3.890 0.157  0.329
H: -0.938 -2.876 0.097  0.307
O: -0.479 -0.743 3.693  -0.651
H: -0.289 -1.713 3.732  0.341
H: 0.054 -0.471 4.463  0.313
O: 2.661 -0.352 1.740  -0.575
H: 3.310 0.291 1.720  0.261
H: 2.525 -0.321 2.643  0.287
O: -2.998 -0.450 0.069  -0.706
H: -2.302 -0.848 -0.301  0.259
H: -3.412 -1.197 0.635  0.353
O: -1.298 -1.615 -1.330  -0.714
H: -1.554 -2.483 -1.934  0.337
H: -0.464 -1.134 -1.467  0.315
O: -3.071 1.749 -1.469  -0.623
H: -3.010 2.522 -1.032  0.303
H: -2.760 1.175 -0.880  0.443

---

# 4
This record from OMol25 describes 12 unconnected molecules or ions with the total composition H26NO11 in a non-equilibrium geometry. The level of theory is ωB97M-V/def2-TZVPD.

Orbital gap, eV: 10.3
LUMO, eV: -2.975
Strongest force on any atom, eV/Å: 5.30
Charge: +1
DFT total energy, eV: -24427.4450
HOMO level, eV: -13.24

Each line ends with the Mulliken charge.
Element x y z (Å)
N: 19.672 0.498 35.505  -0.086
H: 20.660 0.594 35.281  0.070
H: 19.210 0.178 34.576  0.316
H: 19.186 1.413 35.630  0.306
H: 19.732 -0.158 36.373  0.372
O: 18.928 3.531 32.810  -0.659
H: 19.453 3.454 33.690  0.338
H: 18.830 2.547 32.590  0.383
O: 19.920 -2.465 34.039  -0.580
H: 20.408 -2.836 34.780  0.289
H: 19.357 -3.146 33.597  0.296
O: 19.238 0.782 32.039  -0.578
H: 19.734 0.656 31.256  0.261
H: 18.448 0.395 31.945  0.297
O: 18.815 -0.188 39.504  -0.752
H: 19.258 -1.000 39.035  0.377
H: 17.825 -0.534 39.619  0.321
O: 16.889 -0.657 35.130  -0.620
H: 16.483 0.265 35.273  0.334
H: 16.201 -1.093 35.712  0.301
O: 21.909 -1.056 36.199  -0.546
H: 22.378 -0.293 35.873  0.289
H: 22.427 -1.276 36.972  0.284
O: 20.671 1.362 38.491  -0.654
H: 20.183 0.645 38.898  0.391
H: 19.834 2.009 38.336  0.350
O: 23.320 0.451 34.965  -0.601
H: 22.910 0.972 34.233  0.279
H: 23.876 1.012 35.370  0.301
O: 18.759 3.167 37.672  -0.711
H: 19.147 4.076 37.955  0.362
H: 18.352 2.928 38.588  0.355
O: 19.460 -2.160 37.613  -0.590
H: 20.302 -2.566 37.700  0.274
H: 18.936 -2.796 37.235  0.255
O: 20.791 3.287 35.169  -0.603
H: 21.499 3.381 34.514  0.297
H: 21.198 3.601 36.008  0.280

---

# 5
This record from OMol25 describes a molecular structure, H26NeO13. The level of theory is ωB97M-V/def2-TZVPD.

Orbital gap, eV: 10.5
LUMO, eV: -0.032
Strongest force on any atom, eV/Å: 0.98
Charge: 0
DFT total energy, eV: -30549.5980
HOMO level, eV: -10.49

Each line ends with the Mulliken charge.
Element x y z (Å)
Ne: 19.350 -18.307 1.868  0.040
O: 18.414 -14.724 2.337  -0.664
H: 18.880 -15.095 3.086  0.405
H: 17.570 -14.446 2.693  0.280
O: 16.710 -17.950 -0.600  -0.746
H: 16.715 -18.906 -0.564  0.408
H: 16.590 -17.676 0.309  0.361
O: 16.350 -17.014 1.995  -0.681
H: 17.067 -16.401 2.156  0.363
H: 15.609 -16.649 2.479  0.285
O: 20.284 -14.960 -0.209  -0.695
H: 19.657 -14.803 0.497  0.297
H: 20.031 -15.808 -0.572  0.464
O: 19.560 -17.479 -1.072  -0.732
H: 18.633 -17.459 -0.834  0.413
H: 19.803 -18.403 -1.015  0.327
O: 21.888 -18.965 1.314  -0.674
H: 21.564 -19.450 0.554  0.366
H: 22.089 -18.093 0.974  0.310
O: 19.201 -15.806 4.830  -0.661
H: 20.024 -16.020 5.270  0.304
H: 18.905 -15.001 5.255  0.308
O: 20.805 -19.945 -1.187  -0.623
H: 20.436 -20.773 -1.493  0.245
H: 21.522 -19.763 -1.795  0.268
O: 17.270 -20.650 0.095  -0.736
H: 16.755 -21.292 0.583  0.295
H: 17.097 -20.852 -0.825  0.357
O: 19.731 -19.725 5.829  -0.644
H: 20.573 -19.349 6.084  0.278
H: 19.851 -19.988 4.917  0.390
O: 20.650 -20.701 3.370  -0.659
H: 21.040 -20.143 2.697  0.394
H: 21.222 -21.467 3.408  0.281
O: 19.510 -22.217 0.585  -0.610
H: 19.264 -22.670 1.391  0.292
H: 18.857 -21.523 0.491  0.389
O: 22.773 -15.852 1.375  -0.656
H: 22.662 -15.781 2.323  0.291
H: 21.985 -15.448 1.011  0.370

---

# 6
This record from OMol25 describes a molecular structure, H26NeO13 in a non-equilibrium geometry. The level of theory is ωB97M-V/def2-TZVPD.

Orbital gap, eV: 10.1
LUMO, eV: -0.389
Strongest force on any atom, eV/Å: 1.07
Charge: 0
DFT total energy, eV: -30549.2027
HOMO level, eV: -10.48

Each line ends with the Mulliken charge.
Element x y z (Å)
Ne: -0.618 0.234 -0.540  0.011
O: -2.339 2.500 -3.089  -0.651
H: -2.497 3.443 -3.046  0.317
H: -1.695 2.333 -2.400  0.343
O: -0.674 -1.557 2.980  -0.671
H: -0.128 -2.296 3.249  0.252
H: -0.053 -0.850 2.805  0.391
O: -2.687 -0.569 1.333  -0.689
H: -2.139 -0.987 1.997  0.372
H: -2.762 -1.223 0.638  0.303
O: 1.967 -0.435 2.306  -0.699
H: 1.720 0.232 1.666  0.340
H: 2.156 -1.213 1.781  0.461
O: -2.092 2.104 1.044  -0.702
H: -2.237 1.164 0.939  0.392
H: -1.317 2.167 1.602  0.326
O: 2.322 1.037 -2.137  -0.623
H: 2.269 1.284 -3.060  0.289
H: 3.260 1.004 -1.951  0.280
O: -3.025 -2.317 -1.092  -0.675
H: -2.912 -3.267 -1.048  0.306
H: -2.919 -2.105 -2.019  0.306
O: -0.081 3.474 -0.510  -0.689
H: -0.859 3.105 -0.093  0.392
H: 0.626 2.873 -0.273  0.393
O: 1.460 -2.199 -3.521  -0.656
H: 0.893 -1.980 -4.260  0.311
H: 0.876 -2.204 -2.763  0.391
O: 2.307 -2.736 1.017  -0.689
H: 2.149 -3.174 1.854  0.338
H: 1.443 -2.674 0.611  0.348
O: 1.847 1.776 0.526  -0.748
H: 2.676 2.018 0.938  0.287
H: 2.096 1.430 -0.331  0.319
O: -0.077 -2.562 -1.240  -0.653
H: -0.976 -2.242 -1.165  0.399
H: -0.128 -3.484 -0.990  0.275
O: 0.440 2.430 2.936  -0.616
H: 0.788 3.294 3.158  0.281
H: 0.921 2.172 2.149  0.339

---

> The highest strongest force on any atom belongs to which entry?

number 3

---

> What is the orbital gap in the fifth record?

10.5 eV

---

> What is the formula in the fifth record?

H26NeO13